1.
This record from OMol25 describes a molecular structure, C24H27BaN5O3. The level of theory is wB97M-V/def2-TZVPD.

```
! wB97M-V def2-TZVPD RIJCOSX def2/J DEFGRID3
* xyz 2 1
Ba 0.08 0.09 0.38
O 7.63 -0.56 -3.48
C 6.40 -0.02 -3.54
O 6.01 0.50 -4.54
C 5.55 -0.08 -2.30
C 4.18 0.03 -2.47
C 3.35 0.03 -1.37
C 3.86 -0.06 -0.08
C 5.24 -0.17 0.09
C 6.07 -0.18 -1.01
N 2.90 -0.02 0.98
C 3.28 0.05 2.20
C 2.34 0.11 3.34
C 2.86 0.12 4.62
C 1.99 0.18 5.70
C 0.63 0.22 5.46
C 0.19 0.20 4.14
N 1.02 0.14 3.09
H 7.76 -1.07 -2.67
H 3.79 0.12 -3.48
H 2.28 0.10 -1.54
H 5.68 -0.25 1.08
H 7.14 -0.24 -0.85
H 4.33 0.07 2.47
H 3.93 0.10 4.77
H 2.37 0.20 6.71
H -0.09 0.27 6.26
H -0.87 0.23 3.92
N -1.95 -0.92 -2.16
C -2.96 -0.58 -1.24
C -4.21 -0.10 -1.64
C -5.13 0.21 -0.67
C -4.80 0.04 0.68
C -3.54 -0.42 0.98
N -2.62 -0.70 0.04
H -2.26 -0.88 -3.12
H -1.58 -1.85 -1.98
H -4.45 -0.02 -2.69
H -6.11 0.57 -0.94
H -5.51 0.26 1.47
H -3.24 -0.57 2.01
O -0.45 2.22 -0.75
C -0.82 3.20 -1.46
C -0.55 4.61 -1.03
C -1.83 5.42 -0.75
C -2.52 5.96 -2.00
C -3.03 4.89 -2.96
C -1.95 3.99 -3.53
N -1.47 2.98 -2.59
H 0.04 5.10 -1.81
H 0.08 4.55 -0.14
H -1.54 6.26 -0.11
H -2.52 4.81 -0.16
H -1.82 6.61 -2.53
H -3.35 6.59 -1.69
H -3.52 5.39 -3.80
H -3.79 4.27 -2.47
H -1.10 4.58 -3.89
H -2.33 3.44 -4.39
H -1.60 2.00 -2.82
*
```

---

2.
This record from OMol25 describes a molecular structure, C24H27BeNOSi. The level of theory is wB97M-V/def2-TZVPD.

```
! wB97M-V def2-TZVPD RIJCOSX def2/J DEFGRID3
* xyz 0 1
C 0.32 2.44 1.19
C -0.72 2.58 0.20
C -1.85 1.80 0.56
H -0.56 3.21 -0.66
C -1.49 0.99 1.69
C -0.12 1.34 2.05
H 0.31 1.06 3.00
H 1.26 3.10 1.43
H -2.81 1.93 0.06
H -2.26 0.48 2.28
Be 0.10 -0.29 0.70
C 0.58 0.16 -1.00
H -0.56 0.37 -1.31
H 1.41 1.04 -1.15
H 1.00 -0.86 -1.54
Si 0.84 1.05 -4.08
C 1.82 -0.43 -4.55
C 3.19 -0.24 -4.58
H 3.51 0.81 -4.36
C 4.03 -1.24 -5.08
H 5.10 -1.13 -5.03
C 3.55 -2.45 -5.52
H 4.23 -3.25 -5.81
C 2.17 -2.69 -5.43
H 1.75 -3.58 -5.84
C 1.31 -1.74 -4.80
H 0.25 -1.91 -4.61
C -0.83 0.55 -4.67
C -0.90 0.61 -6.10
H -0.06 0.95 -6.71
C -2.25 0.40 -6.68
H -2.40 0.25 -7.80
C -3.38 0.34 -5.88
H -4.39 0.41 -6.37
C -3.24 0.49 -4.46
H -4.13 0.58 -3.83
C -1.97 0.39 -3.87
H -1.89 0.36 -2.77
H 1.40 2.53 -4.35
H 1.20 1.91 -5.13
O 1.75 -0.55 1.21
C 1.94 -2.00 1.61
C 0.56 -2.42 2.00
C 0.30 -3.53 2.84
C -0.98 -3.88 3.23
C -2.01 -3.16 2.63
C -1.73 -2.02 1.86
N -0.45 -1.66 1.51
H 2.52 -0.19 0.71
H 2.30 -2.62 0.76
H 2.66 -2.01 2.47
H 1.15 -4.10 3.17
H -1.20 -4.75 3.90
H -3.07 -3.47 2.75
H -2.52 -1.30 1.57
*
```

---

3.
This record from OMol25 describes a molecular structure, C24H27ClNO3PRh. The level of theory is wB97M-V/def2-TZVPD.

```
! wB97M-V def2-TZVPD RIJCOSX def2/J DEFGRID3
* xyz 1 1
Rh -0.97 -0.76 -0.65
Cl 5.53 2.49 -1.43
C 4.14 1.56 -0.97
C 4.24 0.65 0.11
C 3.17 -0.09 0.51
C 1.90 0.02 -0.13
O 0.91 -0.64 0.30
C 1.82 0.93 -1.25
C 0.66 1.15 -2.00
O -0.49 0.64 -1.92
C 2.97 1.69 -1.64
H 5.19 0.55 0.62
H 3.25 -0.78 1.35
H 0.73 1.90 -2.79
H 2.89 2.39 -2.47
C -2.75 -1.06 -1.59
H -2.53 -1.71 -2.45
H -3.19 -0.13 -1.95
H -3.46 -1.57 -0.93
C 2.69 -3.94 -3.21
N 1.34 -3.78 -2.67
C 0.44 -4.93 -2.58
C 0.93 -2.62 -2.21
O -0.19 -2.45 -1.71
H 2.69 -4.72 -3.96
H 3.40 -4.20 -2.42
H 3.01 -3.01 -3.68
H 0.94 -5.80 -3.00
H -0.48 -4.73 -3.13
H 0.19 -5.13 -1.54
H 1.65 -1.79 -2.30
C -3.46 1.52 0.16
P -1.86 0.85 0.65
C -0.74 2.25 0.81
C -0.96 3.43 0.10
C -0.04 4.47 0.16
C 1.10 4.34 0.94
C 1.33 3.17 1.66
C 0.41 2.13 1.59
C -2.14 0.16 2.29
C -1.94 0.88 3.47
C -2.25 0.30 4.69
C -2.77 -0.99 4.74
C -2.98 -1.71 3.57
C -2.67 -1.13 2.35
H -3.76 2.29 0.88
H -4.19 0.71 0.18
H -3.43 1.94 -0.84
H -1.84 3.54 -0.52
H -0.22 5.38 -0.40
H 1.82 5.15 0.99
H 2.21 3.07 2.27
H 0.60 1.22 2.15
H -1.54 1.88 3.44
H -2.08 0.85 5.61
H -3.01 -1.44 5.70
H -3.39 -2.71 3.61
H -2.85 -1.69 1.44
*
```

---

| no. | HOMO (eV) |
| --- | --- |
| 1 | -14.14 |
| 2 | -6.61 |
| 3 | -10.80 |